{
  "formula": "C2H11O3S",
  "method": "the ωB97M-V functional and the def2-TZVPD basis",
  "elements": ["C", "C", "S", "H", "H", "H", "H", "H", "H", "H", "O", "H", "H", "O", "H", "H", "O"],
  "positions_angstrom": [[0.0686, -1.5697, -1.1112], [0.8944, -0.2956, -1.3078], [-0.0088, 1.1702, -0.9093], [-0.3668, -1.6223, -0.1097], [-0.8071, -1.6561, -1.7594], [0.7269, -2.4435, -1.2460], [1.7874, -0.4748, -0.6946], [1.2569, -0.2472, -2.3450], [-1.1999, 0.3146, 2.0274], [-0.1301, 0.7725, 1.1734], [-0.2515, 0.2807, 2.0296], [0.3239, -0.8829, 3.3788], [0.4591, -2.1278, 4.1272], [0.4783, -1.1792, 4.2903], [-0.7540, 2.9121, -3.0864], [-1.1199, 3.5152, -1.7706], [-1.3575, 3.5337, -2.6867]],
  "e_above_lowest_kcal_mol": 12.5,
  "lumo_energy_ev": 3.6,
  "charge": -1,
  "total_energy_ev": -19231.7562
}